1.
Below is C5H9NOS in the gas phase in a non-equilibrium geometry, with properties calculated with ωB97M-V with the def2-TZVPD basis set.

Summary:
Energy above the lowest of the compared OMol25 structures with the same formula, charge and spin ... 24.92 kcal/mol
SMILES string ... C[C@@H](C=S)N(C)C=O
HOMO level ... -8.928 eV
Multiplicity ... 1
LUMO energy ... -0.3 eV
Kohn-Sham gap ... 8.593 eV

Geometry (Å):
1 C -0.8706 0.2519 1.5720
2 C -0.3900 -0.6012 0.3930
3 C -1.4623 -0.9695 -0.6131
4 S -3.0380 -0.6789 -0.5252
5 N 0.7348 -0.0011 -0.3199
6 C 0.6071 1.3275 -0.8690
7 C 1.8895 -0.7193 -0.4390
8 O 2.0711 -1.8490 -0.0051
9 H -1.3214 1.1823 1.2323
10 H -1.6185 -0.2852 2.1352
11 H -0.0068 0.4594 2.2428
12 H 0.0283 -1.5590 0.7709
13 H -1.0349 -1.4556 -1.4828
14 H 0.4988 2.0860 -0.0802
15 H -0.2648 1.4033 -1.5357
16 H 1.5016 1.5613 -1.4625
17 H 2.6761 -0.1530 -1.0137

Results of the Mulliken charge analysis, in e, for atoms 1 through 6: number 1, C, carries -1.56; number 2, C, carries 0.34; number 3, C, carries -0.42; number 4, S, carries -0.20; number 5, N, carries 0.14; number 6, C, carries -0.79


2.
Below is C5H9NS in the gas phase in a non-equilibrium geometry, with properties calculated with ωB97M-V with the def2-TZVPD basis set.

Summary:
Energy above the lowest of the compared OMol25 structures with the same formula, charge and spin ... 25.65 kcal/mol
SMILES string ... C[C@H]1NC[C@@H]2S[C@@H]21
HOMO level ... -8.630 eV
Multiplicity ... 1
LUMO energy ... 1.0 eV
Kohn-Sham gap ... 9.616 eV

Geometry (Å):
1 C -1.6948 -1.1120 -0.0223
2 C -0.4216 -0.4029 -0.4732
3 N -0.6223 1.0125 -0.4590
4 C 0.7604 1.5117 -0.2332
5 C 1.5399 0.4953 0.5621
6 S 2.4151 -0.7551 -0.4514
7 C 0.8072 -0.7855 0.3919
8 H -1.5087 -2.2029 -0.0887
9 H -2.3846 -0.7747 -0.8075
10 H -2.0243 -0.8440 0.9704
11 H -0.1997 -0.7919 -1.4817
12 H -1.1994 1.2049 0.2952
13 H 0.6120 2.3549 0.3759
14 H 1.0793 1.7787 -1.2248
15 H 2.0834 0.8326 1.4856
16 H 0.7582 -1.5215 1.1607

Results of the Mulliken charge analysis, in e, for atoms 1 through 6: number 1, C, carries -1.60; number 2, C, carries 0.48; number 3, N, carries -0.47; number 4, C, carries -0.78; number 5, C, carries -0.18; number 6, S, carries -0.18


3.
Below is C5H9NS in the gas phase, with properties calculated with ωB97M-V with the def2-TZVPD basis set.

Summary:
Energy above the lowest of the compared OMol25 structures with the same formula, charge and spin ... 27.98 kcal/mol
SMILES string ... CCC(=S)N1CC1
HOMO level ... -8.409 eV
Multiplicity ... 1
LUMO energy ... 0.6 eV
Kohn-Sham gap ... 8.962 eV

Geometry (Å):
1 C -2.1912 -1.2369 -0.5167
2 C -1.2865 -0.7494 0.6295
3 C -0.2263 0.2042 0.1217
4 S -0.4536 1.8219 0.0343
5 N 0.8730 -0.4231 -0.3764
6 C 2.2120 0.0449 -0.3325
7 C 1.8352 -1.2254 0.3643
8 H -2.6968 -0.3992 -1.0091
9 H -2.9402 -1.9428 -0.1257
10 H -1.6011 -1.7866 -1.2819
11 H -1.9018 -0.2350 1.3847
12 H -0.8189 -1.6120 1.1286
13 H 2.7734 0.0001 -1.2464
14 H 2.3871 0.9363 0.2803
15 H 2.1091 -2.1729 -0.0793
16 H 1.7757 -1.2014 1.4371

Results of the Mulliken charge analysis, in e, for atoms 1 through 6: number 1, C, carries -1.05; number 2, C, carries -0.33; number 3, C, carries 0.06; number 4, S, carries -0.29; number 5, N, carries -0.05; number 6, C, carries -0.43


4.
Below is C5H9NS in the gas phase in a non-equilibrium geometry, with properties calculated with ωB97M-V with the def2-TZVPD basis set.

Summary:
Energy above the lowest of the compared OMol25 structures with the same formula, charge and spin ... 85.59 kcal/mol
SMILES string ... C1C[C@H]2S[C@@H]2CN1
HOMO level ... -8.383 eV
Multiplicity ... 1
LUMO energy ... 0.9 eV
Kohn-Sham gap ... 9.309 eV

Geometry (Å):
1 C -1.8557 -0.7914 0.0990
2 C -0.4064 -1.4971 -0.1840
3 C 0.4553 -0.6099 0.4485
4 S 2.1520 0.0227 -0.0411
5 C 0.5252 0.7174 -0.1967
6 C -0.8023 1.5741 0.1973
7 N -1.9064 0.6180 -0.1113
8 H -2.7017 -1.1924 -0.5725
9 H -2.2549 -1.3183 1.1351
10 H -0.2043 -1.4403 -1.2588
11 H -0.2675 -2.6198 0.0970
12 H 0.3247 -0.3343 1.5033
13 H 0.4737 0.5932 -1.3442
14 H -0.7609 2.0767 1.2720
15 H -0.8653 2.4766 -0.5816
16 H -2.3282 0.7102 -0.9977

Results of the Mulliken charge analysis, in e, for atoms 1 through 6: number 1, C, carries -0.64; number 2, C, carries -0.36; number 3, C, carries -0.37; number 4, S, carries -0.17; number 5, C, carries -0.19; number 6, C, carries -0.46


5.
Below is a molecular structure, C5H9O in a non-equilibrium geometry, with properties calculated with ωB97M-V with the def2-TZVPD basis set.

Summary:
Energy above the lowest of the compared OMol25 structures with the same formula, charge and spin ... 65.11 kcal/mol
HOMO level (alpha / beta) ... -15.044 / -15.045 eV
Multiplicity ... 1
LUMO energy (alpha / beta) ... -6.6 / -6.6 eV
Total charge ... +1
Kohn-Sham gap (alpha / beta) ... 8.447 / 8.448 eV

Geometry (Å):
1 C 0.0601 -0.5948 1.0271
2 C -1.9767 -0.8128 -0.1941
3 C 0.6154 0.4403 0.1491
4 C 1.3512 -0.1134 -1.0021
5 C 0.3683 1.7211 0.3846
6 O -2.1676 0.2578 -0.6786
7 H -0.1735 -0.3520 2.0135
8 H 0.4162 -1.6851 0.8376
9 H -2.2415 -1.7772 -0.5554
10 H -1.2391 -0.8962 0.7219
11 H 2.2218 0.4571 -1.2668
12 H 1.6537 -1.0951 -0.7911
13 H 0.5914 -0.1144 -1.6639
14 H 0.9392 2.5413 -0.0770
15 H -0.4188 2.0234 1.0954

Results of the Mulliken charge analysis, in e, for atoms 1 through 6: number 1, C, carries -0.84; number 2, C, carries 0.11; number 3, C, carries 0.85; number 4, C, carries -1.34; number 5, C, carries -0.65; number 6, O, carries -0.23


6.
Below is a molecular structure, C5H9O2P in a non-equilibrium geometry, with properties calculated with ωB97M-V with the def2-TZVPD basis set.

Summary:
Energy above the lowest of the compared OMol25 structures with the same formula, charge and spin ... 70.54 kcal/mol
HOMO level ... -8.877 eV
Multiplicity ... 1
LUMO energy ... 0.8 eV
Kohn-Sham gap ... 9.678 eV

Geometry (Å):
1 C -0.0860 1.3171 0.6650
2 C 0.6078 0.2210 0.9607
3 C -0.1816 -0.7619 0.1268
4 C -0.9913 0.4703 -0.2848
5 C -0.7155 0.8536 -1.6736
6 O -2.3765 0.4649 0.0293
7 O 1.8074 0.1391 1.6014
8 P 2.6799 -1.3119 1.6651
9 H -0.1282 2.2746 1.1487
10 H 0.3286 -1.3545 -0.6136
11 H -0.7666 -1.4692 0.8464
12 H -1.1741 0.1375 -2.3685
13 H 0.3363 0.9618 -1.7579
14 H -1.2041 1.7042 -1.9222
15 H -2.8321 0.0977 -0.6375
16 H 3.1366 -1.4786 0.3879
17 H 1.5592 -2.2660 1.8268

Results of the Mulliken charge analysis, in e, for atoms 1 through 6: number 1, C, carries -1.47; number 2, C, carries 0.83; number 3, C, carries -1.27; number 4, C, carries 1.88; number 5, C, carries -1.81; number 6, O, carries -0.55


7.
Below is 2 unconnected molecules or ions with the total composition C5H9O2P in a non-equilibrium geometry, with properties calculated with ωB97M-V with the def2-TZVPD basis set.

Summary:
Energy above the lowest of the compared OMol25 structures with the same formula, charge and spin ... 127.15 kcal/mol
SMILES string ... C=C(C)O.C#COP
HOMO level ... -8.098 eV
Multiplicity ... 1
LUMO energy ... 0.5 eV
Kohn-Sham gap ... 8.633 eV

Geometry (Å):
1 C 1.0848 0.7948 0.9750
2 C 0.1537 1.4337 0.2048
3 C 0.5294 1.6681 -1.2718
4 O -0.9775 2.0320 0.5651
5 H 2.1060 0.6128 0.5136
6 H 1.0864 0.7366 2.1460
7 H 1.2104 2.5624 -1.4357
8 H -0.2265 1.6305 -2.0365
9 H 1.2818 0.8596 -1.4612
10 H -1.1676 1.5010 1.3982
11 C -0.8021 -1.0486 1.7544
12 C -0.1742 -1.8243 1.0340
13 O -0.0200 -2.6335 -0.0436
14 P -0.6384 -2.0388 -1.4182
15 H -1.2176 -0.5495 2.5441
16 H -1.9237 -2.5680 -1.2282
17 H -0.3048 -3.1689 -2.2401

Results of the Mulliken charge analysis, in e, for atoms 1 through 6: number 1, C, carries -1.07; number 2, C, carries 0.96; number 3, C, carries -1.21; number 4, O, carries -0.50; number 5, H, carries 0.25; number 6, H, carries 0.32


8.
Below is a molecular structure, C5H9O2Rb in a non-equilibrium geometry, with properties calculated with ωB97M-V with the def2-TZVPD basis set.

Summary:
Energy above the lowest of the compared OMol25 structures with the same formula, charge and spin ... 0.00 kcal/mol
⟨S²⟩ ... 0.758
HOMO level (alpha / beta) ... -11.301 / -11.447 eV
Multiplicity ... 2
LUMO energy (alpha / beta) ... -4.1 / -4.6 eV
Total charge ... +1
Kohn-Sham gap (alpha / beta) ... 7.185 / 6.875 eV

Geometry (Å):
1 O 0.7363 1.2561 -0.2537
2 Rb 2.8931 4.0515 -0.2779
3 C 0.6658 1.3096 1.0438
4 O 0.4391 0.3720 1.8082
5 C 0.4366 0.0845 -1.0915
6 C 0.8149 0.4940 -2.4902
7 H 1.0215 -0.7714 -0.7360
8 H -0.6317 -0.1098 -0.9434
9 H 1.9044 0.6198 -2.5699
10 H 0.4870 -0.2806 -3.1941
11 H 0.3756 1.4637 -2.7653
12 C -0.8150 -1.3995 2.0325
13 C -2.1723 -1.2737 1.7578
14 H -0.2356 -2.0427 1.3633
15 H -0.5288 -1.5690 3.0775
16 H -2.5362 -1.3356 0.7307
17 H -2.8546 -0.8687 2.5082

Results of the Mulliken charge analysis, in e, for atoms 1 through 6: number 1, O, carries -0.20; number 2, Rb, carries 0.97; number 3, C, carries 0.26; number 4, O, carries -0.36; number 5, C, carries -0.02; number 6, C, carries -1.18


9.
Below is C5H9O3 in the gas phase in a non-equilibrium geometry, with properties calculated with ωB97M-V with the def2-TZVPD basis set.

Summary:
Energy above the lowest of the compared OMol25 structures with the same formula, charge and spin ... 88.34 kcal/mol
⟨S²⟩ ... 0.786
HOMO level (alpha / beta) ... -6.822 / -9.775 eV
Multiplicity ... 2
LUMO energy (alpha / beta) ... 0.4 / 0.3 eV
Kohn-Sham gap (alpha / beta) ... 7.236 / 10.054 eV

Geometry (Å):
1 H 0.2149 1.7789 0.5576
2 C -1.9145 0.4872 -0.3890
3 H -1.4620 1.0663 -1.2169
4 C -1.4152 -0.7803 -0.0881
5 C -0.0979 -1.1223 -0.3163
6 C 0.3471 -2.4481 0.1378
7 C 0.9649 -0.1606 -0.7116
8 O 1.6020 0.4814 0.3956
9 O 1.1732 1.8764 0.4233
10 O -2.8470 1.0623 0.3636
11 H -2.9631 2.0082 0.1237
12 H -1.9908 -1.5097 0.4863
13 H 1.4028 -2.5544 -0.1100
14 H 0.1921 -2.6165 1.2196
15 H -0.2144 -3.1940 -0.4433
16 H 1.7581 -0.7866 -1.1335
17 H 0.6678 0.5257 -1.5207

Results of the Mulliken charge analysis, in e, for atoms 1 through 6: number 1, H, carries 0.38; number 2, C, carries -0.47; number 3, H, carries 0.50; number 4, C, carries -0.33; number 5, C, carries 0.97; number 6, C, carries -1.40


10.
Below is C5H9O3 in the gas phase in a non-equilibrium geometry, with properties calculated with ωB97M-V with the def2-TZVPD basis set.

Summary:
Energy above the lowest of the compared OMol25 structures with the same formula, charge and spin ... 32.25 kcal/mol
⟨S²⟩ ... 0.762
HOMO level (alpha / beta) ... -7.277 / -8.332 eV
Multiplicity ... 2
LUMO energy (alpha / beta) ... 0.8 / 0.2 eV
Kohn-Sham gap (alpha / beta) ... 8.047 / 8.546 eV

Geometry (Å):
1 H 0.6768 0.9935 2.2044
2 C -1.7432 0.4427 0.8577
3 C -0.9166 0.1971 -0.2781
4 C 0.4372 -0.0843 -0.4434
5 C 0.8378 -0.4965 -1.7918
6 C 1.5147 0.0194 0.5908
7 O 1.1042 0.1504 1.9728
8 O -1.6312 0.1903 -1.4484
9 O -1.7845 -0.4037 1.8889
10 H -2.2351 1.4051 1.0360
11 H 1.9000 -0.7349 -1.7917
12 H 0.3288 -1.4238 -2.0416
13 H 0.6267 0.2094 -2.5961
14 H 2.0695 -0.9277 0.6872
15 H 2.2606 0.8056 0.3722
16 H -2.5839 0.3701 -1.2537
17 H -0.8617 -0.7127 2.0346

Results of the Mulliken charge analysis, in e, for atoms 1 through 6: number 1, H, carries 0.32; number 2, C, carries -1.06; number 3, C, carries 0.64; number 4, C, carries 0.91; number 5, C, carries -1.48; number 6, C, carries -0.54


11.
Below is a molecular structure, C5H9O3Sn in a non-equilibrium geometry, with properties calculated with ωB97M-V with the def2-TZVPD basis set.

Summary:
Energy above the lowest of the compared OMol25 structures with the same formula, charge and spin ... 59.20 kcal/mol
HOMO level ... -12.494 eV
Multiplicity ... 1
LUMO energy ... -5.4 eV
Total charge ... +1
Kohn-Sham gap ... 7.079 eV

Geometry (Å):
1 O 1.0542 0.5846 0.2379
2 C 1.0779 1.3053 1.4646
3 O 0.6385 2.4357 1.1317
4 Sn -0.3804 1.7058 -0.3800
5 O -1.8737 0.6978 0.3910
6 C -2.9205 0.1156 0.0250
7 C 1.7993 -0.6327 0.0940
8 H 1.2649 -1.4259 0.6320
9 H 1.8024 -0.8956 -0.9715
10 C 3.1943 -0.4269 0.6378
11 H 3.6225 0.5104 0.2577
12 H 3.1876 -0.3689 1.7355
13 H 3.8283 -1.2695 0.3310
14 C -3.1513 -0.3582 -1.3538
15 H -3.4679 -0.4166 0.8222
16 H -3.0880 0.4388 -2.1019
17 H -4.1480 -0.8261 -1.3864
18 H -2.4401 -1.1737 -1.5669

Results of the Mulliken charge analysis, in e, for atoms 1 through 6: number 1, O, carries 0.08; number 2, C, carries -0.24; number 3, O, carries -0.33; number 4, Sn, carries 0.87; number 5, O, carries -0.45; number 6, C, carries 0.35


12.
Below is a molecular structure, C5H9O3Yb in a non-equilibrium geometry, with properties calculated with ωB97M-V with the def2-TZVPD basis set.

Summary:
HOMO level ... -22.106 eV
Multiplicity ... 1
LUMO energy ... -12.7 eV
Total charge ... +3
Kohn-Sham gap ... 9.406 eV

Geometry (Å):
1 H -1.3595 0.2450 0.8985
2 O -0.9161 0.2716 -0.9033
3 O 0.8005 -0.0602 0.5488
4 O -0.0787 2.0439 0.2329
5 C -1.9939 -0.4492 -0.6091
6 C 1.9463 0.4110 0.7712
7 C -2.3489 -1.5258 -1.5378
8 C 3.0312 -0.4559 1.1727
9 C -0.3446 0.8319 0.2847
10 H -2.8354 0.1012 -0.1713
11 H 2.0997 1.4827 0.5771
12 H -2.4672 -2.4469 -0.9472
13 H -3.3454 -1.2937 -1.9474
14 H -1.6229 -1.6407 -2.3468
15 H 3.8575 -0.2766 0.4618
16 H 3.4101 -0.0735 2.1367
17 H 2.7478 -1.5096 1.2263
18 Yb -0.5804 4.3448 0.1523

Results of the Mulliken charge analysis, in e, for atoms 1 through 6: number 1, H, carries 0.35; number 2, O, carries -0.28; number 3, O, carries -0.16; number 4, O, carries -0.59; number 5, C, carries 0.36; number 6, C, carries 0.32